This record from the OMol25 dataset describes a single C4H6O2 molecule. The level of theory is wB97M-V/def2-TZVPD.

Each line ends with the natural charge from an NBO analysis.
Positions of all 12 atoms, in Å:
O  -0.406  0.956  -1.658  -0.56
C  0.053  1.508  -0.673  0.40
C  0.095  -0.233  1.041  -0.08
C  -0.492  -1.280  0.124  -0.13
O  0.431  -1.536  -0.909  -0.72
C  0.618  0.892  0.539  -0.34
H  0.341  -0.773  -1.506  0.49
H  -0.068  2.602  -0.551  0.13
H  0.212  -0.441  2.105  0.21
H  -0.637  -2.209  0.681  0.19
H  -1.462  -0.983  -0.300  0.19
H  1.315  1.497  1.107  0.22

Orbital gap: 10.15 eV
Relative energy (zero: lowest compared OMol25 entry of this formula, charge and spin): 42.4 kcal/mol
HOMO level: -10.1 eV
E: -8338.6226 eV



This record from the OMol25 dataset describes a single C4H6O2 molecule at a distorted geometry. The level of theory is wB97M-V/def2-TZVPD.

Each line ends with the natural charge from an NBO analysis.
Positions of all 12 atoms, in Å:
C  -0.378  -0.202  -0.203  0.27
C  0.776  0.445  -0.154  -0.33
C  -2.069  -0.171  -0.535  0.31
C  2.126  -0.182  0.205  -0.65
O  -1.264  -1.247  0.122  -0.49
O  -2.857  0.539  0.441  -0.68
H  0.822  1.554  -0.347  0.24
H  -2.432  -0.244  -1.508  0.19
H  2.588  -0.419  -0.761  0.22
H  2.108  -1.173  0.789  0.22
H  2.793  0.417  0.869  0.22
H  -2.212  0.682  1.083  0.48

Orbital gap: 9.95 eV
Relative energy (zero: lowest compared OMol25 entry of this formula, charge and spin): 98.1 kcal/mol
HOMO level: -9.1 eV
E: -8336.2079 eV



This record from the OMol25 dataset describes a single C4H6O2 molecule at a distorted geometry. The level of theory is wB97M-V/def2-TZVPD.

Each line ends with the natural charge from an NBO analysis.
Positions of all 12 atoms, in Å:
O  -1.029  -0.066  -1.537  -0.54
C  -1.367  -0.528  -0.468  0.45
C  -0.525  -0.322  0.757  -0.56
C  0.430  0.810  0.431  -0.51
C  1.324  0.163  -0.619  0.46
O  1.537  -1.031  -0.610  -0.56
H  -2.251  -1.187  -0.405  0.13
H  0.184  -1.169  0.686  0.29
H  -1.109  -0.255  1.686  0.23
H  -0.028  1.735  0.066  0.23
H  1.071  1.045  1.288  0.24
H  1.833  0.793  -1.359  0.14

Orbital gap: 10.94 eV
Relative energy (zero: lowest compared OMol25 entry of this formula, charge and spin): 31.5 kcal/mol
HOMO level: -10.0 eV
E: -8339.0936 eV



This record from the OMol25 dataset describes a single C4H6O2S molecule at a distorted geometry. The level of theory is wB97M-V/def2-TZVPD.

Each line ends with the natural charge from an NBO analysis.
Positions of all 13 atoms, in Å:
C  0.121  0.441  1.461  -0.14
C  1.113  -0.317  0.462  -0.11
C  0.587  -0.572  -0.713  -0.35
C  -0.833  -0.523  -1.109  0.20
H  0.168  2.299  0.766  0.48
H  0.393  -0.076  2.558  0.18
H  -1.021  0.222  1.083  0.21
H  2.268  -0.211  0.684  0.23
H  1.318  -0.812  -1.540  0.23
H  -1.917  -1.385  -2.229  0.49
O  0.691  1.776  1.400  -0.73
O  -1.037  -1.553  -1.975  -0.63
S  -1.849  0.712  -0.849  -0.08

Orbital gap: 8.84 eV
Relative energy (zero: lowest compared OMol25 entry of this formula, charge and spin): 60.8 kcal/mol
HOMO level: -9.3 eV
E: -19172.6690 eV



This record from the OMol25 dataset describes 2 unconnected molecules or ions with the total composition C4H6O2S at a distorted geometry. The level of theory is wB97M-V/def2-TZVPD.

Each line ends with the natural charge from an NBO analysis.
Positions of all 13 atoms, in Å:
C  1.162  0.936  -1.107  -0.37
C  0.733  -0.067  -0.334  -0.20
C  -0.376  -0.860  -0.757  0.61
C  1.567  -0.576  0.890  -0.62
O  -1.501  -1.230  -0.599  -0.49
O  -3.589  1.102  -0.222  -0.84
S  -3.321  -0.230  0.413  0.79
H  1.993  1.528  -1.126  0.21
H  0.598  1.169  -1.994  0.19
H  1.825  0.316  1.535  0.24
H  2.450  -0.991  0.329  0.24
H  0.972  -1.292  1.423  0.22
H  -2.515  0.196  1.549  0.01

Orbital gap (alpha / beta): 7.85 / 7.29 eV
Relative energy (zero: lowest compared OMol25 entry of this formula, charge and spin): 116.5 kcal/mol
HOMO level (alpha / beta): -8.1 / -7.5 eV
E: -19170.2561 eV



This record from the OMol25 dataset describes a single C4H6O2S2 molecule at a distorted geometry. The level of theory is wB97M-V/def2-TZVPD.

Each line ends with the natural charge from an NBO analysis.
Positions of all 14 atoms, in Å:
C  3.043  -0.792  -0.085  0.39
C  2.501  0.500  -0.653  -0.16
C  0.455  0.916  0.737  -0.20
C  -1.848  -0.454  -0.131  -0.50
H  2.563  -1.849  -0.583  0.11
H  3.023  1.468  -0.087  0.19
H  2.738  0.374  -1.705  0.23
H  0.796  1.905  1.256  0.24
H  0.442  -0.072  1.389  0.23
H  -0.859  -0.801  -0.682  0.23
O  4.066  -1.167  0.568  -0.51
O  1.136  0.482  -0.550  -0.56
S  -1.341  1.288  0.068  0.23
S  -3.361  -1.073  -0.001  0.11

Orbital gap: 8.25 eV
Relative energy (zero: lowest compared OMol25 entry of this formula, charge and spin): 116.3 kcal/mol
HOMO level: -9.1 eV
E: -30006.3391 eV



This record from the OMol25 dataset describes a single C4H6O2Si molecule at a distorted geometry. The level of theory is wB97M-V/def2-TZVPD.

Each line ends with the natural charge from an NBO analysis.
Positions of all 13 atoms, in Å:
C  -0.600  -0.317  -1.217  -0.16
C  -0.738  -0.211  0.122  -0.52
C  -1.563  1.258  0.257  0.79
C  -1.213  0.862  -1.909  -0.11
O  -1.811  1.869  1.270  -0.57
O  -1.755  1.727  -0.981  -0.47
Si  -0.075  -1.244  1.555  0.91
H  -0.126  -1.116  -1.749  0.22
H  -0.393  1.328  -2.318  0.20
H  -1.935  0.637  -2.722  0.20
H  1.123  -0.954  2.240  -0.16
H  0.074  -2.508  0.970  -0.18
H  -1.095  -1.154  2.561  -0.15

Orbital gap: 10.89 eV
Relative energy (zero: lowest compared OMol25 entry of this formula, charge and spin): 42.7 kcal/mol
HOMO level: -10.2 eV
E: -16216.2326 eV



This record from the OMol25 dataset describes a single C4H6O2Si molecule at a distorted geometry. The level of theory is wB97M-V/def2-TZVPD.

Each line ends with the natural charge from an NBO analysis.
Positions of all 13 atoms, in Å:
C  -0.308  1.165  -0.140  -0.30
C  0.279  0.010  -0.187  -0.42
C  -2.017  -1.005  -0.035  0.78
C  -1.867  1.341  0.146  -0.08
O  -2.466  -2.130  -0.003  -0.55
O  -2.586  0.156  0.109  -0.48
Si  1.330  -1.580  0.031  0.89
H  0.246  2.038  -0.360  0.22
H  -1.893  1.907  1.049  0.21
H  -2.137  2.124  -0.656  0.20
H  1.424  -2.014  1.573  -0.13
H  2.566  -1.007  -0.265  -0.20
H  1.132  -2.775  -0.775  -0.13

Orbital gap (alpha / beta): 8.26 / 8.14 eV
Relative energy (zero: lowest compared OMol25 entry of this formula, charge and spin): 123.2 kcal/mol
HOMO level (alpha / beta): -8.2 / -8.1 eV
E: -16212.7417 eV



This record from the OMol25 dataset describes a molecular structure, C4H6O3S2 at a distorted geometry. The level of theory is wB97M-V/def2-TZVPD.

Each line ends with the natural charge from an NBO analysis.
Positions of all 15 atoms, in Å:
C  -0.795  -0.240  -1.503  -0.58
C  -0.284  -0.641  2.422  -0.37
C  0.496  -0.880  -1.526  0.39
C  -0.869  -0.288  1.291  -0.39
O  2.336  2.485  -1.057  -0.85
O  0.146  2.027  -0.019  -0.94
O  1.511  -0.390  -1.003  -0.60
S  -1.346  -1.314  -0.038  0.27
S  1.590  1.677  -0.100  1.70
H  -1.559  -0.473  -2.202  0.25
H  -0.887  0.699  -1.027  0.28
H  0.193  0.172  3.045  0.22
H  -0.236  -1.658  2.744  0.20
H  0.620  -1.894  -1.981  0.17
H  -0.915  0.717  0.953  0.24

Orbital gap: 9.11 eV
Relative energy (zero: lowest compared OMol25 entry of this formula, charge and spin): 7.6 kcal/mol
HOMO level: -9.2 eV
E: -32055.6318 eV



This record from the OMol25 dataset describes a single C4H6O4 molecule at a distorted geometry. The level of theory is wB97M-V/def2-TZVPD.

Each line ends with the natural charge from an NBO analysis.
Positions of all 14 atoms, in Å:
C  -0.406  1.684  0.216  -0.59
C  -0.146  0.114  0.388  -0.46
C  1.160  -0.214  -0.282  0.80
C  -1.327  -0.693  -0.307  0.80
H  -1.427  1.959  0.797  0.23
H  0.524  2.248  0.642  0.21
H  -0.478  2.053  -0.757  0.23
H  0.003  -0.166  1.386  0.25
H  2.585  -1.641  -0.260  0.51
H  -0.362  -2.122  0.006  0.50
O  1.486  -1.539  0.154  -0.77
O  1.860  0.357  -1.027  -0.54
O  -1.229  -1.980  -0.153  -0.63
O  -2.242  -0.060  -0.801  -0.55

Orbital gap: 10.89 eV
Relative energy (zero: lowest compared OMol25 entry of this formula, charge and spin): 42.0 kcal/mol
HOMO level: -10.7 eV
E: -12434.3517 eV